No. 1
8
Properties=species:S:1:pos:R:3:forces:R:3 method="wB97M-V/def2-TZVPD" e_tot_ha=-279.2918 smiles="C1NN=NO1" de_lowest_ev=3.686 e_homo_ev=-9.36 lumo_ha=0.0301 largest_force_ev_per_a=6.63
C -0.567 0.518 0.163 2.03 -0.68 -6.28
N 1.174 -0.969 -0.044 -0.74 -2.44 0.64
N 1.687 0.102 0.023 1.95 1.71 -1.00
N -0.173 -0.876 0.223 -1.76 -0.66 0.42
O 0.765 1.111 0.036 -1.29 1.09 1.39
H -1.020 0.645 -0.961 0.19 0.40 2.83
H -1.117 0.948 0.926 -1.00 0.54 1.63
H -0.748 -1.479 -0.367 0.62 0.03 0.37

No. 2
12
Properties=species:S:1:pos:R:3:forces:R:3 method="wB97M-V/def2-TZVPD" total_charge=-1 e_tot_ha=-520.0656 e_homo_ev="-1.72 / -1.62" lumo_ha="0.1289 / 0.1293" largest_force_ev_per_a=4.84
O -0.429 2.333 0.617 -2.92 -2.74 1.65
C 0.361 1.398 -0.093 -0.91 -0.80 0.69
H 1.402 1.357 0.295 -0.31 0.25 -0.58
H 0.253 1.624 -1.177 0.67 -0.18 0.34
C -0.331 0.069 0.261 0.90 -1.33 -0.97
C 0.505 -1.075 -0.276 0.19 -0.62 -0.35
C 0.081 -1.988 -1.125 -0.02 0.04 0.38
O -0.344 -2.856 -1.792 0.11 0.23 -0.04
Sn -0.609 -1.107 2.453 0.03 0.70 -0.44
H -1.316 0.013 -0.236 0.28 0.20 -0.01
H 1.543 -1.213 0.052 -0.40 0.10 -0.07
H -1.117 1.446 1.021 2.40 4.16 -0.60